# C12H29BNO5S2

A cluster of 3 separate species, C12H29BNO5S2 in total (wB97M-V/def2-TZVPD, the Open Molecules 2025 dataset).

XYZ file:
```
50
Properties=species:S:1:pos:R:3
C 3.51468 -1.54235 0.44598
C 2.01084 -1.39501 0.65537
N 1.60515 -0.01280 0.78401
B 0.08698 0.21866 1.02081
O -0.73208 -0.33020 -0.12225
C -1.85854 -1.08767 0.19178
C -1.53489 -2.52584 0.58885
H 3.81643 -2.59102 0.45087
H 3.78195 -1.12840 -0.53038
H 4.06594 -0.98142 1.20006
H 1.50864 -1.91458 -0.17610
H 1.71195 -1.91090 1.57177
H 1.87003 0.48291 -0.06085
H -0.06980 1.45857 1.06927
H -0.26370 -0.28191 2.09427
H -2.47956 -0.61996 0.96736
H -2.48166 -1.14016 -0.70800
H -1.21844 -3.09304 -0.28744
H -0.76459 -2.55556 1.35524
H -2.43675 -3.00920 0.97656
C -1.37105 -1.88131 -5.10838
C -2.46403 -1.61190 -6.15693
C -3.81606 -1.65661 -5.43100
S -3.47008 -1.15632 -3.73423
O -3.75848 -2.28200 -2.88422
O -4.06752 0.12838 -3.48200
C -1.69993 -0.99420 -3.91165
H -0.37593 -1.66763 -5.49548
H -1.39542 -2.93076 -4.80751
H -2.31243 -0.62277 -6.59353
H -2.43319 -2.33741 -6.96933
H -4.55030 -0.97145 -5.84606
H -4.22625 -2.66329 -5.38997
H -1.22889 -1.29044 -2.97519
H -1.49151 0.05564 -4.11282
C 1.70668 2.05105 3.28158
C 1.71371 3.53142 2.89063
C 1.44423 4.34917 4.16187
S 2.08352 3.36296 5.52463
O 0.98662 2.99456 6.38884
O 3.24635 4.00905 6.09386
C 2.56595 1.95179 4.53973
H 2.07287 1.41189 2.47710
H 0.68647 1.72822 3.49239
H 2.69113 3.80107 2.48207
H 0.96750 3.73384 2.12456
H 1.95165 5.31089 4.17535
H 0.38021 4.48732 4.34316
H 2.40557 1.04708 5.12130
H 3.62605 2.07165 4.31402
```

## Properties
charge = -1
2S+1 = 1
LUMO energy = 2.3 eV
M = 342.3 g/mol
frontier orbital gap = 6.615 eV
maximum force = 0.47 eV/A
relative energy (zero: lowest compared OMol25 entry of this formula, charge and spin) = 0.0 kcal/mol

# C73H172N12O12

A cluster of 12 separate species, C73H172N12O12 in total in a non-equilibrium geometry (wB97M-V/def2-TZVPD, the Open Molecules 2025 dataset).

XYZ file:
```
269
Properties=species:S:1:pos:R:3
C 4.53908 -2.34028 5.29743
C 3.65534 -1.62183 4.25607
C 3.74126 -0.11816 4.50226
O 2.92734 0.25980 5.60019
C 3.29816 1.55659 5.96474
N 4.19946 -1.98181 2.95535
H 4.35454 -2.18434 6.37753
H 5.63849 -2.00799 5.16219
H 4.51562 -3.43775 5.18479
H 2.59975 -1.89735 4.42877
H 3.42248 0.33662 3.60074
H 4.82801 0.00305 4.67926
H 4.21062 1.46098 6.62686
H 2.44022 1.90197 6.52917
H 3.48200 2.17869 5.14995
H 3.78170 -1.42655 2.14517
H 5.11667 -1.60438 2.92286
C -4.20657 -4.60256 -0.78411
C -3.48304 -3.33063 -0.31882
C -4.26479 -2.55118 0.76334
O -5.61737 -2.36243 0.36369
C -6.36433 -1.60834 1.28633
N -2.19528 -3.61438 0.29079
H -4.00580 -4.98450 -1.76884
H -5.28153 -4.35179 -0.75015
H -4.05500 -5.31067 0.00443
H -3.32283 -2.77246 -1.25598
H -3.80671 -1.54081 0.94171
H -4.18531 -3.17681 1.61065
H -6.41209 -2.17282 2.19694
H -7.36858 -1.49141 0.90640
H -5.85414 -0.61654 1.40120
H -1.97193 -2.92169 1.00053
H -2.13959 -4.53462 0.83198
C 8.09375 0.81167 1.55828
C 6.90733 0.63632 0.56073
C 7.40632 0.60089 -0.92966
O 7.77333 1.78091 -1.49876
C 6.75531 2.55825 -2.04640
N 6.31181 -0.69361 0.90302
H 8.59913 1.74822 1.43970
H 8.81262 0.00696 1.37652
H 7.64370 0.72229 2.49631
H 6.19537 1.46630 0.62709
H 6.63218 0.07015 -1.51886
H 8.34733 -0.07667 -0.87537
H 5.79702 2.65576 -1.45774
H 6.35163 2.10972 -3.00730
H 7.15396 3.53356 -2.29788
H 5.63041 -0.96660 0.20723
H 7.16004 -1.31566 0.90909
C 1.79283 -4.47356 0.14802
C 2.29844 -5.41677 1.25422
C 2.09691 -6.85365 0.93084
O 0.66166 -7.09595 0.83973
C 0.41571 -8.23177 -0.01589
N 3.71657 -5.12389 1.46944
H 2.31964 -4.61552 -0.75901
H 1.77748 -3.43727 0.47909
H 0.73762 -4.75955 -0.09058
H 1.74610 -5.28621 2.19901
H 2.47987 -7.52781 1.73905
H 2.48701 -7.13478 -0.03473
H 1.02944 -8.23488 -0.93694
H -0.63766 -8.12177 -0.17572
H 0.56418 -9.10724 0.60820
H 4.29122 -5.72998 2.03568
H 3.69738 -4.36047 2.12806
C -0.27589 1.62724 5.34303
C -0.75068 0.55353 6.34480
C -0.75536 -0.78814 5.62649
O -1.59164 -0.87526 4.54444
C -2.18671 -2.16142 4.38306
N 0.16279 0.47148 7.50643
H -0.51035 2.65820 5.72333
H -0.71598 1.53872 4.36660
H 0.82380 1.75987 5.25661
H -1.76146 0.73219 6.72070
H -1.10700 -1.57665 6.40760
H 0.31482 -1.07419 5.27812
H -1.44039 -2.81884 3.84468
H -3.08937 -2.00537 3.73246
H -2.51554 -2.51347 5.35596
H -0.18713 0.05642 8.35618
H 1.07741 0.13855 7.27589
C -0.77833 -0.42492 0.47383
C 0.60849 -0.76644 1.08604
C 1.59199 -0.86380 -0.05161
O 1.77301 0.36768 -0.64397
C 2.69034 0.44679 -1.73257
N 1.17348 0.11550 2.12454
H -0.93800 -1.12505 -0.35284
H -0.69188 0.59067 0.16075
H -1.54123 -0.56703 1.24844
H 0.48387 -1.82196 1.45271
H 1.15714 -1.60131 -0.76142
H 2.53634 -1.27163 0.33724
H 2.44069 -0.26795 -2.51761
H 3.66033 0.12221 -1.36076
H 2.67299 1.43211 -2.14110
H 1.28409 1.04467 1.68233
H 0.53621 0.23653 2.91260
C 3.87924 -3.91266 -3.33056
C 4.92405 -3.10816 -2.56322
C 5.45874 -1.96109 -3.34534
O 6.07203 -2.39169 -4.57943
C 6.54162 -1.26775 -5.32810
N 4.31538 -2.62421 -1.28142
H 3.04672 -3.30548 -3.72643
H 3.39441 -4.56109 -2.55851
H 4.27412 -4.51362 -4.17239
H 5.79913 -3.71924 -2.34064
H 6.16480 -1.45636 -2.76041
H 4.51897 -1.33140 -3.65766
H 5.77279 -0.53399 -5.39083
H 6.88535 -1.58919 -6.32668
H 7.38416 -0.83200 -4.79447
H 4.39803 -3.33879 -0.52442
H 3.27710 -2.46224 -1.49172
C 2.96733 0.40652 -5.68399
C 2.09854 1.66560 -5.78229
C 0.76357 1.38202 -5.14936
C -0.01135 2.54783 -4.81934
C 0.75839 3.43756 -3.80164
C 2.16838 3.78893 -4.29411
N 2.81790 2.56386 -4.75223
O 4.08724 2.86054 -5.30243
C 2.05709 4.88679 -5.36642
C 2.98968 4.22889 -3.09632
C 2.01712 2.22334 -7.17355
H 4.05063 0.59869 -5.86099
H 2.64277 -0.35901 -6.34808
H 2.96339 -0.04694 -4.69047
H 0.12680 0.79135 -5.83281
H 0.83580 0.84640 -4.25985
H -0.98193 2.30954 -4.43914
H -0.14483 3.28040 -5.62166
H 0.80942 2.83121 -2.95356
H 0.23292 4.34287 -3.48077
H 1.70235 5.87348 -4.97539
H 3.05816 5.15926 -5.77526
H 1.38295 4.59088 -6.22860
H 3.44351 5.19472 -3.08751
H 2.41951 3.99878 -2.18953
H 3.80934 3.52944 -2.97525
H 1.16471 2.89934 -7.32438
H 1.92893 1.43020 -7.90011
H 2.97665 2.69208 -7.30153
H 4.02694 3.81949 -5.55780
C 3.49871 4.99990 0.44061
C 2.91414 3.89197 1.30722
C 2.99429 4.11484 2.86782
C 1.95008 5.11330 3.32519
C 0.56197 4.59226 2.96887
C 0.42761 4.37183 1.43137
N 1.55391 3.42599 1.03217
O 1.39446 3.11061 -0.36751
C -0.82503 3.59959 1.15911
C 0.33361 5.73562 0.61243
C 3.81742 2.61034 1.03540
H 3.07294 6.05086 0.40330
H 3.58240 4.63752 -0.60576
H 4.50348 5.13956 0.83796
H 2.85646 3.16880 3.43331
H 4.00120 4.44394 3.09113
H 2.07930 6.06920 2.86536
H 2.13076 5.14576 4.41420
H -0.22785 5.31717 3.35209
H 0.49808 3.62076 3.45510
H -0.78925 2.57398 1.54264
H -1.57930 4.19679 1.73200
H -1.06791 3.60740 0.09952
H -0.66685 6.07355 0.70295
H 1.02404 6.45032 1.03559
H 0.65053 5.62363 -0.42833
H 3.61514 2.07581 0.09788
H 3.65061 1.84204 1.82531
H 4.90291 2.91149 1.11758
H 1.31468 2.16045 -0.32066
C -3.18886 2.60306 -3.15454
C -4.56054 1.95103 -2.81973
C -4.41946 0.87526 -1.78542
C -4.30392 1.45636 -0.46651
C -5.50473 2.37673 -0.14238
C -5.63989 3.53311 -1.14562
N -5.64241 2.79519 -2.41258
O -5.79440 3.75526 -3.45287
C -7.01915 4.09689 -1.08418
C -4.55678 4.59829 -0.89792
C -4.97008 1.22073 -4.12111
H -2.71458 1.81429 -3.69262
H -2.61962 2.85654 -2.22534
H -3.26096 3.41703 -3.79764
H -5.24642 0.14411 -1.82078
H -3.53811 0.28408 -2.05687
H -3.36896 1.95475 -0.41158
H -4.32062 0.62455 0.28351
H -5.46761 2.74653 0.88708
H -6.47584 1.85248 -0.22072
H -7.76804 3.30231 -1.25574
H -7.27268 4.21768 -0.03612
H -7.08689 5.01459 -1.70971
H -3.64312 4.03969 -0.80277
H -4.50876 5.47920 -1.55211
H -4.71283 4.95057 0.14441
H -4.32211 0.38093 -4.36829
H -4.94200 1.88231 -5.03675
H -5.96339 0.87557 -4.02619
H -6.70365 3.67182 -3.74685
C -5.86771 0.15645 7.43434
C -5.99621 0.57308 5.99447
C -7.41313 1.16373 5.83255
C -7.53446 1.99295 4.53611
C -6.29944 2.97273 4.27574
C -4.94228 2.34408 4.39482
N -5.03656 1.71307 5.74175
O -3.70784 1.32734 6.17939
C -4.69445 1.28060 3.30930
C -3.96361 3.46152 4.37519
C -5.77683 -0.79233 5.10658
H -5.73491 0.87340 8.23012
H -4.93681 -0.37098 7.56114
H -6.66524 -0.58416 7.66193
H -8.15011 0.33511 5.85084
H -7.60072 1.76844 6.74155
H -8.42077 2.67404 4.44176
H -7.55685 1.35255 3.71812
H -6.39231 3.73023 4.99906
H -6.36576 3.46772 3.28922
H -3.91232 0.51643 3.59208
H -5.56954 0.58290 3.06812
H -4.43222 1.80198 2.42596
H -4.24430 4.28028 3.74766
H -3.97693 3.81885 5.43118
H -2.94085 3.13883 4.19569
H -4.80121 -0.81665 4.58710
H -6.52193 -0.94490 4.30026
H -5.92277 -1.64479 5.83036
H -3.29271 0.94683 5.38403
C 0.12879 -2.51699 -4.83643
C -1.22449 -2.95428 -4.27943
C -2.13340 -3.43740 -5.46817
C -1.55579 -4.78360 -5.93908
C -1.59840 -5.80067 -4.79486
C -0.77028 -5.38350 -3.59256
N -1.20308 -4.00563 -3.16486
O -0.26659 -3.53681 -2.22672
C -1.10139 -6.23879 -2.36631
C 0.71201 -5.62898 -3.92911
C -1.90168 -1.72415 -3.76583
H 0.68388 -3.25135 -5.44269
H 0.76519 -2.29304 -4.01415
H 0.08355 -1.66926 -5.46062
H -3.18714 -3.55342 -5.11794
H -2.19004 -2.64397 -6.23408
H -0.55557 -4.71644 -6.33253
H -2.19380 -5.25599 -6.72904
H -1.22856 -6.73988 -5.23788
H -2.63468 -6.02482 -4.49398
H -0.45211 -5.96509 -1.47940
H -2.15625 -6.12101 -1.99556
H -0.79360 -7.23446 -2.58241
H 1.24351 -5.35220 -3.10970
H 0.79504 -6.73064 -4.20223
H 0.95813 -5.02111 -4.78274
H -2.83008 -1.88652 -3.21827
H -2.13700 -1.15156 -4.65259
H -1.25399 -1.06419 -3.10901
H -0.64845 -3.38473 -1.36842
```

## Properties
charge = 0
2S+1 = 1
LUMO energy = 0.5 eV
M = 1410.3 g/mol
frontier orbital gap = 9.095 eV
maximum force = 4.47 eV/A
relative energy (zero: lowest compared OMol25 entry of this formula, charge and spin) = 72.8 kcal/mol

# C38H64FI2N9O7SSi

A cluster of 10 separate species, C38H64FI2N9O7SSi in total in a non-equilibrium geometry (wB97M-V/def2-TZVPD, the Open Molecules 2025 dataset).

XYZ file:
```
123
Properties=species:S:1:pos:R:3
C 4.54719 -0.49222 2.11638
C 4.50515 -1.74492 1.08005
O 4.13857 -2.92512 1.85675
C 2.70862 -2.86266 2.07504
C 1.95539 -4.18486 1.49090
O 1.05220 -3.96157 0.42022
C -0.21804 -3.29634 0.77997
C -0.15995 -1.92369 0.00045
C -1.56213 -1.20811 -0.49756
C -2.39725 -2.37766 -1.16886
C -3.40484 -3.27830 -0.35426
C -3.53686 -4.72113 -1.11012
C -3.20117 -5.87280 -0.03515
O -2.24108 -6.65674 -0.16786
O -3.98342 -6.04883 1.15505
C -1.04114 -0.35858 -1.77739
I -2.51473 0.76569 -2.92710
C 0.32603 0.47092 -1.64828
C 0.31960 1.91982 -2.41164
I 2.02127 -0.49336 -2.73642
C -2.11865 -0.45274 0.79351
C -1.33908 0.86250 1.26347
C -1.50834 2.21033 0.46481
F -1.61238 1.17124 2.67178
Si -4.04544 -0.01771 0.85186
C -5.04844 -0.18544 -0.72709
C -4.48335 1.67475 1.61708
C -4.97944 -1.22530 2.08455
O -2.12717 -1.46710 1.80693
S -1.06151 -1.92537 2.89588
O 0.22346 -1.10423 3.03513
O -0.37341 -3.34480 2.19795
H 5.18803 0.34954 1.70115
H 3.47934 -0.09646 2.29865
H 4.92483 -0.93089 3.09954
H 3.82761 -1.55547 0.18467
H 5.56104 -1.94529 0.68737
H 2.52621 -2.90298 3.21216
H 2.24688 -1.93133 1.62132
H 1.60675 -4.88954 2.33337
H 2.83849 -4.77713 1.03051
H -0.95357 -4.08645 0.36538
H 0.55905 -1.19372 0.48541
H 0.33718 -2.20939 -1.00331
H -1.60350 -3.11134 -1.58616
H -2.96158 -2.07522 -2.13129
H -3.11752 -3.53187 0.71946
H -4.47760 -2.85993 -0.34858
H -2.79275 -4.85220 -1.95608
H -4.57924 -4.91436 -1.51752
H -4.34964 -5.17835 1.43722
H -0.75540 -1.18982 -2.53508
H 0.74411 0.62925 -0.61425
H 1.37771 2.33665 -2.21663
H 0.26459 1.80782 -3.54929
H -0.39625 2.67472 -1.97541
H -0.20556 0.65524 1.28212
H -0.47072 2.58552 0.13532
H -1.85050 3.02334 1.21137
H -2.28389 2.24185 -0.36144
H -5.15549 0.85867 -1.21044
H -6.13502 -0.49486 -0.48567
H -4.69958 -0.87609 -1.54955
H -4.24439 2.53248 0.88773
H -4.07663 1.85113 2.66381
H -5.63357 1.69358 1.72355
H -6.04810 -0.89053 2.26792
H -4.85772 -2.31452 1.79076
H -4.40110 -1.10126 3.07756
C -2.85029 -9.65454 1.08505
C -3.60992 -10.90703 1.12288
N -4.20672 -11.89044 1.15256
H -2.03119 -9.70268 0.36449
H -3.48115 -8.80982 0.80199
H -2.41291 -9.42036 2.05797
C 5.96894 -0.27450 -4.24002
C 5.71071 -0.38883 -2.80354
N 5.50801 -0.47846 -1.67348
H 6.75238 0.45020 -4.44970
H 6.28578 -1.22662 -4.66843
H 5.07622 0.04591 -4.78447
C -3.32627 4.50651 4.14217
C -3.46737 5.03332 2.78148
N -3.57749 5.44743 1.71263
H -4.29784 4.35469 4.61837
H -2.80858 3.54628 4.15063
H -2.75654 5.18541 4.77991
C -2.02165 0.38560 6.56079
C -2.33419 1.81512 6.50014
N -2.57526 2.93920 6.45240
H -2.92753 -0.22380 6.59780
H -1.44841 0.06303 5.68791
H -1.43026 0.14063 7.44572
C 1.22931 5.89301 -2.50297
C 1.68548 4.81338 -3.38259
N 2.04442 3.96583 -4.07538
H 1.35061 6.87051 -2.97073
H 0.17280 5.78464 -2.24772
H 1.78926 5.91095 -1.56532
C 10.04737 1.71869 -4.03879
C 9.28788 0.46695 -4.02140
N 8.68965 -0.51698 -4.00715
H 10.87576 1.67453 -4.74960
H 9.41878 2.56557 -4.32355
H 10.47159 1.94377 -3.05784
C -1.29898 9.33045 -4.37740
C -0.48629 9.02288 -3.19826
N 0.15191 8.78124 -2.27184
H -0.80868 10.06298 -5.02232
H -1.48456 8.43873 -4.98037
H -2.27118 9.74220 -4.09791
C -6.12777 6.92705 5.28481
C -6.87702 5.66724 5.31941
N -7.46486 4.67868 5.34656
H -5.30616 6.88756 4.56570
H -6.76565 7.76727 5.00203
H -5.69352 7.16416 6.25863
C 10.68005 -3.22735 -6.30728
C 11.33184 -1.97983 -6.71600
N 11.84283 -0.99994 -7.03618
H 10.24436 -3.14524 -5.30885
H 9.87356 -3.50229 -6.99054
H 11.38481 -4.06155 -6.28605
```

## Properties
charge = 0
2S+1 = 1
LUMO energy = -0.2 eV
M = 1091.9 g/mol
frontier orbital gap = 8.557 eV
maximum force = 5.15 eV/A
relative energy (zero: lowest compared OMol25 entry of this formula, charge and spin) = 108.7 kcal/mol

# CH5N3

The ion CH5N3 with charge -1 in a non-equilibrium geometry (wB97M-V/def2-TZVPD, the Open Molecules 2025 dataset).

XYZ file:
```
9
Properties=species:S:1:pos:R:3
N 0.70331 1.03274 0.28238
C -0.08410 -0.03896 -0.13757
N 0.39786 -1.24197 0.37450
N -1.21722 0.13161 -0.71470
H 0.14751 1.92366 0.13218
H 1.32423 0.98141 1.08839
H 1.32451 -1.08299 0.70461
H 0.19681 -2.06373 -0.22316
H -1.67616 1.01872 -0.47193
```

## Properties
charge = -1
2S+1 = 2
LUMO energy (alpha / beta) = 5.2 / 4.9 eV
M = 59.1 g/mol
frontier orbital gap (alpha / beta) = 4.056 / 9.538 eV
maximum force = 2.51 eV/A
relative energy (zero: lowest compared OMol25 entry of this formula, charge and spin) = 10.4 kcal/mol